Record 1
Entry from the Open Molecules 2025 dataset: CH2Br2CrF5N2O6Te as an isolated structure in a non-equilibrium geometry (ωB97M-V/def2-TZVPD).

Last column: Löwdin charge in e.
Positions of all 20 atoms, in Å:
O -0.2262 1.2722 0.7591  -0.562
F 2.3766 1.5553 0.3912  -0.369
N -1.3735 0.3976 -1.9488  -0.440
Br 0.2075 -3.1299 -0.2430  0.849
H -1.7989 -3.9706 1.0676  0.029
N 2.0233 -0.3766 2.6102  -0.167
F 1.7886 2.5461 -1.9727  -0.298
O 1.0633 0.2296 3.0053  -0.066
Cr 0.3212 -0.5609 0.3619  0.582
H -2.2539 -2.7008 -0.1448  0.022
F 1.3616 3.6535 0.3943  -0.357
C -1.5437 -3.0266 0.6049  -0.838
Br -1.3941 -1.6223 1.9503  0.884
O 1.8592 -1.0369 1.5218  -0.282
Te 0.7642 2.1033 -0.4914  1.903
O -0.4694 1.2968 -2.0929  -0.127
O -1.2665 -0.4399 -0.9963  -0.160
O -2.2818 0.3411 -2.7210  0.175
F 1.4011 0.0832 -1.1103  -0.426
F -0.5586 3.3857 -0.9455  -0.352

Atomic forces in eV per Å
-0.04 -1.54 0.18
-0.60 0.05 -0.43
0.08 0.06 -0.13
-0.13 -0.32 -0.05
0.12 0.01 0.07
0.31 0.36 1.37
-0.57 -0.26 0.34
-0.04 -0.13 -0.22
0.35 -0.03 0.19
0.01 0.02 0.01
-0.41 -0.35 -0.16
0.18 0.33 -0.06
-0.23 -0.22 0.09
-1.10 -0.04 -1.70
2.57 3.72 -0.60
-0.39 -0.20 -0.23
0.11 -0.26 0.17
0.30 -0.03 0.26
-0.84 -0.47 0.83
0.32 -0.67 0.06

As for the energy relative to the best compared isomer or geometry (same formula, charge and spin): 207.81 kJ/mol. The multiplicity is 4. The maximum force comes out at 4.6 eV/A. For the gap between HOMO and LUMO (alpha / beta), the calculation gives 7.7 / 7.9 eV. As for the net charge: 0. The expectation value of S² is 3.798.



Record 2
Entry from the Open Molecules 2025 dataset: a 2-piece molecular cluster, C2HBrN2O2 overall in a non-equilibrium geometry (ωB97M-V/def2-TZVPD).

Last column: Löwdin charge in e.
Positions of all 8 atoms, in Å:
H 2.0656 -0.9848 -0.1926  0.075
C -0.8565 -1.5743 0.1455  -0.592
N 1.3916 -0.9713 0.5661  0.088
C -0.0915 1.8869 -0.1985  -0.476
O -0.1899 2.4007 0.8166  0.224
Br -2.5623 -1.0265 -0.1492  0.738
N 0.2312 -1.0983 0.2252  -0.245
O 0.0117 1.3675 -1.2131  0.189

Atomic forces in eV per Å
-0.27 0.03 -0.46
-0.21 -0.05 -0.14
1.49 0.85 1.03
0.06 0.02 0.03
-0.20 0.83 1.59
-0.18 0.31 -0.06
-0.83 -1.25 -0.33
0.13 -0.73 -1.66

As for the energy relative to the best compared isomer or geometry (same formula, charge and spin): 144.32 kJ/mol. The maximum force comes out at 2.0 eV/A. For the gap between HOMO and LUMO, the calculation gives 8.8 eV. As for the net charge: 0.



Record 3
Entry from the Open Molecules 2025 dataset: one molecule with the formula C7H12N4O2 in a non-equilibrium geometry (ωB97M-V/def2-TZVPD).

Last column: Löwdin charge in e.
Positions of all 25 atoms, in Å:
N -3.3481 1.7617 -0.6272  -0.067
H -3.4180 -0.8492 -0.6283  0.124
H 4.3831 1.6736 0.1366  0.126
C 2.4619 -0.8230 -0.9551  0.008
C 2.8653 0.3662 -0.2215  -0.424
O -1.4528 -1.4205 -0.2997  -0.117
N 0.6551 -0.9366 0.5311  -0.012
H -2.9211 2.7711 -0.8198  0.109
H -1.5295 1.2375 0.5512  0.111
H -0.9172 -0.9872 1.7770  0.155
N 3.8858 1.1675 -0.6382  0.110
N 2.4114 0.6465 0.9328  0.179
H -1.4995 0.8771 -1.1434  0.097
H -4.0742 1.6334 0.2439  0.126
H 2.7403 -1.3834 -1.8883  0.123
C 1.3139 -1.3686 -0.5253  -0.081
C -2.6312 -0.5330 0.0686  -0.131
O 0.6329 0.5883 2.2986  0.001
H 0.6916 -2.0041 -1.1566  0.147
H -0.2978 -2.4388 1.0347  0.124
C -2.1574 0.8755 -0.3064  -0.282
H -2.8387 -0.6774 1.1044  0.104
C -0.5822 -1.4610 0.8148  -0.227
H 4.4563 1.1444 -1.5324  0.132
C 1.1701 0.1402 1.2482  -0.437

Atomic forces in eV per Å
0.41 0.56 1.93
-0.02 0.04 0.53
-1.13 -0.59 -1.23
-0.71 -0.76 -1.41
2.67 -1.29 -2.21
-1.53 0.88 1.97
1.84 3.30 0.56
-1.87 -2.63 1.25
-0.53 0.01 -0.51
-0.06 -0.23 -1.13
2.62 1.14 -0.59
-2.13 0.21 0.62
0.23 -0.38 -0.90
2.49 1.42 -2.77
0.79 1.67 0.85
-0.38 -0.22 -1.68
2.14 -0.40 -3.18
0.01 -1.44 -2.57
0.66 -0.55 0.24
-0.67 -2.38 0.42
-1.30 1.04 1.84
-0.48 -0.04 0.60
-1.91 -0.18 1.18
-1.54 -0.66 1.75
0.41 1.51 4.43

As for the energy relative to the best compared isomer or geometry (same formula, charge and spin): 194.69 kJ/mol. The maximum force comes out at 4.7 eV/A. For the gap between HOMO and LUMO, the calculation gives 9.5 eV. As for the net charge: 0.



Record 4
Entry from the Open Molecules 2025 dataset: a 11-piece molecular cluster, C23H47BCl20NO4 overall (ωB97M-V/def2-TZVPD).

Last column: Löwdin charge in e.
Positions of all 96 atoms, in Å:
C -1.6629 -3.6406 -7.2691  -0.982
C 2.6008 0.9294 6.1250  -1.091
H 2.1301 1.7127 5.5436  -0.023
Cl 7.0775 2.4191 -0.0902  0.554
H -0.6125 -3.5327 -7.0274  0.028
Cl 1.4184 0.3265 7.2983  0.490
Cl 0.5371 1.6172 1.6539  0.555
C -0.9613 -0.7488 -4.6419  -0.210
O -3.7665 -3.4231 -0.1023  0.147
H 0.8690 1.9436 -5.8804  0.136
Cl -1.9609 -6.5035 3.9654  0.563
C -3.5387 -0.0134 -2.5689  -0.244
H 0.0905 -0.2036 -6.4615  0.115
H 4.5690 7.5864 2.0255  -0.047
Cl 3.7130 1.5044 0.3733  0.490
H -5.2207 -3.2015 6.4408  0.032
H -0.0237 2.9062 -0.9408  0.075
C -2.9101 0.7161 -3.7865  -0.114
H -4.5238 -1.6762 -3.7537  0.137
C -2.3875 -0.2082 -4.8990  -0.200
Cl 5.3158 9.8993 1.0750  0.537
H -1.7446 0.4186 -1.3603  0.108
H -0.7388 -0.7655 -3.5627  0.107
Cl -2.2394 -2.1298 -7.9682  0.559
H -3.8791 -5.5551 3.0034  -0.032
Cl 3.8294 2.3931 3.1913  0.516
H 6.7057 2.7229 -2.3811  0.026
Cl -2.5348 -4.0509 -5.7740  0.510
O 0.8382 1.6423 -3.8327  -0.009
O -2.0207 -2.3299 1.1647  0.082
H -4.3996 0.5607 -2.2182  0.148
C -2.6271 -0.2200 -1.3299  -0.051
H -0.7430 1.9375 -5.1332  0.114
C -3.3761 -6.5096 2.9086  -0.986
H -1.1665 -5.4469 1.7667  -0.044
H -2.9016 -3.9236 2.1832  0.047
C -0.7071 0.7350 2.5505  -0.998
Cl 3.4027 5.8262 3.0715  0.528
H -1.1485 -1.7892 -1.3571  0.154
Cl -4.7097 -3.0052 4.1351  0.552
H 1.5209 -5.1646 4.3118  0.019
C 0.2410 1.4657 -5.1271  -0.157
C 4.2078 2.7753 1.5091  -1.086
H 2.6665 -4.2201 5.3046  0.028
Cl -4.8065 -5.4145 5.7430  0.544
Cl 4.0416 1.5925 6.9001  0.516
H 0.4954 1.2323 -1.3204  0.058
H 1.6524 2.5848 -1.3917  0.066
H -2.0737 1.3138 -3.4156  0.094
H 5.3399 7.0699 3.5478  0.021
H -3.6416 1.4239 -4.1856  0.127
H 7.6961 4.0316 -1.6777  0.028
B -2.6818 -2.5433 0.0095  -0.602
H -4.7877 -1.6615 -1.9987  0.146
H -3.1876 0.0431 -0.4297  0.129
H -3.0699 -3.2814 -2.5455  0.171
C 4.8575 6.7407 2.6360  -1.001
H -0.9477 -1.8013 -4.9600  0.070
H 5.2778 2.9012 1.4184  -0.087
H -3.5248 -4.3374 -0.2909  0.083
C 5.3978 11.1534 2.3217  -1.001
H -1.6562 1.2440 2.4288  0.029
H -3.0685 -1.0469 -5.0594  0.065
H -0.7595 -0.2771 2.1649  0.003
H -1.7099 -3.0137 3.0836  0.094
Cl 5.3819 10.4679 3.9504  0.516
H -2.2043 -2.1471 -3.3046  0.110
Cl 0.9622 -2.8819 4.3996  0.528
Cl 0.7723 -4.9017 6.5163  0.518
C 6.8286 3.3979 -1.5436  -0.973
H 3.6923 3.6905 1.2451  -0.019
Cl 5.3979 4.4352 -1.4489  0.509
H -2.3838 0.3307 -5.8524  0.114
N -2.8745 -2.2821 -2.5410  0.098
H 6.3203 11.7039 2.1876  0.026
C -4.5203 -3.6760 5.7654  -0.968
H -4.0296 -7.3181 3.2114  0.031
C 0.6134 2.2860 -1.5721  -0.031
C -0.8327 -4.4105 1.6760  -0.105
C 0.2538 2.5410 -3.0046  -0.535
H -1.8226 -4.4447 -7.9761  0.032
C -4.0772 -1.4199 -2.7944  -0.063
H 1.1140 -0.4630 -5.0434  0.125
Cl -0.3268 0.6560 4.2711  0.540
H 2.8993 0.1048 5.4890  0.015
O -0.4712 3.4209 -3.4050  0.105
Cl 6.0133 5.7613 1.7161  0.522
H 0.0302 -4.3068 2.3340  0.027
C 1.6250 -4.3879 5.0604  -1.001
C -1.9295 -3.4329 2.1003  -0.229
H -0.5199 -4.2345 0.6437  0.090
C 0.1651 -0.0310 -5.3838  -0.158
H -3.4955 -3.5037 6.0719  0.029
Cl -2.9504 -6.7478 1.2014  0.591
H 4.5357 11.7989 2.2116  0.026
C -2.2384 -1.7357 -1.2947  -0.102

Atomic forces in eV per Å
0.08 0.12 -0.06
0.00 0.01 -0.05
-0.01 0.02 0.02
0.31 0.01 -0.16
0.00 -0.01 0.03
0.00 -0.01 0.00
-0.14 -0.11 0.04
-0.34 -0.45 -0.09
0.71 0.11 -0.47
-0.04 0.08 0.10
-0.03 -0.10 0.08
-0.42 0.20 0.24
-0.15 -0.02 0.08
-0.03 -0.08 0.03
0.00 -0.05 0.04
-0.09 0.00 -0.08
0.05 -0.13 -0.07
0.09 -0.38 0.08
0.12 0.17 -0.01
0.32 0.32 0.02
0.04 0.10 -0.11
-0.04 -0.06 -0.03
0.05 0.22 -0.09
0.02 -0.02 0.00
-0.03 -0.02 0.00
0.03 -0.19 -0.01
-0.03 -0.01 0.00
-0.06 -0.08 0.11
-0.36 -0.22 0.30
0.12 -0.17 -0.51
0.14 0.18 -0.20
-0.16 -0.17 0.06
0.13 0.09 -0.11
-0.08 0.05 0.18
0.33 0.60 -0.15
0.10 0.17 -0.21
0.00 -0.01 -0.01
0.03 0.15 -0.02
-0.08 -0.33 -0.33
-0.13 0.21 0.02
-0.02 0.00 -0.02
0.09 -0.11 -0.16
-0.06 0.14 0.06
0.00 0.03 0.04
-0.17 -0.10 0.26
0.00 -0.01 0.00
0.15 0.05 -0.01
-0.11 -0.23 -0.04
-0.18 0.13 -0.03
0.00 -0.03 0.02
0.05 -0.17 0.00
0.00 0.02 0.04
-0.54 -0.18 0.28
0.08 -0.10 -0.14
0.13 -0.02 -0.03
-0.26 0.02 0.44
-0.01 0.02 0.05
0.18 0.08 0.01
-0.15 -0.01 0.08
-0.25 -0.22 0.39
-0.01 0.01 0.03
0.02 0.06 0.03
-0.04 0.07 -0.10
0.03 0.00 -0.02
-0.01 0.13 -0.20
0.00 0.00 0.01
-0.15 0.05 -0.15
0.06 0.11 0.09
-0.02 -0.02 -0.01
0.02 -0.01 -0.10
-0.04 -0.02 -0.01
-0.01 -0.09 -0.06
-0.02 -0.04 0.12
0.60 0.10 -0.60
0.02 -0.02 0.01
0.25 -0.08 -0.09
0.04 -0.05 -0.05
0.00 0.50 -0.01
0.13 -0.12 0.32
-0.09 0.41 -0.37
-0.06 -0.01 0.01
-0.20 -0.23 0.28
-0.05 0.03 -0.24
-0.08 -0.09 0.09
0.00 -0.02 0.01
0.14 -0.47 0.26
-0.01 0.07 0.11
0.09 0.14 -0.27
-0.02 -0.04 -0.02
0.00 -0.22 0.39
0.01 0.01 0.04
0.25 0.06 0.25
0.00 0.00 0.04
-0.47 -0.44 -0.26
-0.02 -0.02 0.00
0.23 0.68 0.61

The maximum force comes out at 0.9 eV/A. For the gap between HOMO and LUMO, the calculation gives 9.2 eV. As for the net charge: +1.



Record 5
Entry from the Open Molecules 2025 dataset: one molecule with the formula C3H7NO2S2 in a non-equilibrium geometry (ωB97M-V/def2-TZVPD).

Last column: Löwdin charge in e.
Positions of all 15 atoms, in Å:
C -0.4772 -1.5241 1.5569  -0.497
C -0.7175 -0.8334 0.2257  -0.427
H -0.7149 1.1551 1.0325  0.084
N -2.1108 -0.8757 -0.1073  0.069
H -0.1259 -1.4089 -0.4765  0.138
H -2.2697 -0.9350 -1.1081  0.081
O -0.7295 -1.0677 2.6392  0.118
H 2.2871 0.7197 -2.2835  -0.186
O 0.1526 -2.7121 1.3919  0.107
S -0.0729 1.4003 -1.2701  0.409
H 0.9031 0.5285 0.7499  0.081
C -0.1137 0.5555 0.3424  -0.501
H 0.1377 -3.1614 2.2559  0.131
S 1.8314 1.8013 -1.6186  0.303
H -2.6279 -0.0723 0.2413  0.090

Atomic forces in eV per Å
0.31 -0.11 0.27
0.86 -0.05 0.46
0.02 -0.04 -0.07
-0.75 0.04 -0.46
-0.17 -0.07 -0.44
0.12 0.02 0.21
-0.25 -0.09 -0.09
-0.26 -0.11 0.05
-0.46 -0.12 0.24
-1.27 -0.27 0.05
-0.15 0.00 -0.18
0.18 0.38 0.16
0.19 0.19 -0.16
1.43 0.43 -0.12
0.18 -0.21 0.07

As for the energy relative to the best compared isomer or geometry (same formula, charge and spin): 11.48 kJ/mol. The maximum force comes out at 1.5 eV/A. For the gap between HOMO and LUMO, the calculation gives 9.8 eV. As for the net charge: 0.



Record 6
Entry from the Open Molecules 2025 dataset: C14H12F18N7O12S6Zn as an isolated structure in a non-equilibrium geometry (ωB97M-V/def2-TZVPD).

Last column: Löwdin charge in e.
Positions of all 70 atoms, in Å:
H 6.3242 -1.2768 0.6769  0.082
F 1.1932 -5.3908 -3.0398  0.153
C 6.2730 -0.5624 1.4985  -0.064
O 1.9515 6.3714 6.2066  -0.378
N 6.8401 1.7964 0.6413  0.129
F -6.1706 -2.0892 -6.6554  0.126
S -5.4440 -4.1314 -4.7791  0.617
F 2.8959 0.3557 -1.9979  0.171
C -4.5995 -5.9932 1.9020  -0.063
C 1.6395 0.4821 -1.7032  -0.623
F 1.7211 4.2582 4.6327  0.112
F 3.5785 8.1528 7.9220  0.139
O 5.1070 3.4719 6.0101  -0.345
F 0.9755 0.7733 -2.8397  0.111
N 3.1983 4.2996 7.3676  -0.306
O -7.1908 -1.1158 -3.1068  -0.324
C 3.0135 4.0386 4.3795  -0.620
C -5.4164 -3.1904 -6.5368  -0.635
F -0.5000 -4.8476 -1.8634  0.126
F -7.3294 -4.7161 -2.1419  0.084
N -0.1493 -1.6778 -1.8562  -0.324
F 3.3865 7.0115 9.7166  0.124
H -4.1341 -6.9006 1.5170  0.083
C 7.4688 1.9691 -4.1857  -0.294
H 5.3246 -0.5015 2.0324  0.085
S 0.9380 -1.1461 -0.8120  0.542
N -3.7483 1.4387 -0.4377  0.095
H -5.6839 -6.0875 1.8434  0.080
O 0.3548 -0.6418 0.3869  -0.285
H -4.4109 -6.0206 2.9752  0.084
F 1.5596 1.5168 -0.8327  0.118
F 3.5362 4.7674 3.3857  0.124
C -3.0390 3.3048 1.3144  -0.043
F -7.6732 -2.7881 -0.9969  0.109
H -3.0566 2.8635 2.3109  0.087
O 0.0901 -2.7767 -4.3638  -0.307
O 2.0787 -2.0325 -0.5665  -0.282
H -2.0529 3.7518 1.1888  0.090
C 3.6668 6.9344 8.4200  -0.611
F -4.1665 -2.9339 -6.9694  0.104
H 7.3369 3.8513 -5.0495  0.079
C -3.4133 2.2219 0.3587  -0.230
S 2.3782 5.6708 7.4734  0.630
H 7.0512 -0.8482 2.2062  0.080
F 3.1497 2.7304 4.1107  0.114
O -4.2163 -4.9111 -4.7006  -0.310
F 1.5364 -4.4533 -1.1119  0.134
O -7.9384 -2.6811 -4.8280  -0.293
C 6.8928 3.3139 -4.2116  -0.071
C -4.2097 -4.8005 1.1071  -0.231
N -5.3807 -2.8647 -3.7291  -0.334
H 6.9823 3.8686 -3.2776  0.083
C -7.8825 -3.4586 -2.1669  -0.512
C 0.7433 -4.4634 -2.1959  -0.612
H 5.8260 3.2198 -4.4148  0.078
F 4.8786 6.3567 8.2009  0.072
F -5.7287 -4.0252 -7.4813  0.153
S -7.0935 -2.4428 -3.6409  0.655
C 6.6033 0.7673 1.0130  -0.308
O 2.1163 -2.2320 -3.2397  -0.271
H -3.7472 4.1288 1.2265  0.086
N -3.8872 -3.8385 0.5074  0.104
O 1.2742 5.4717 8.4596  -0.383
O -6.7012 -4.9503 -4.8498  -0.313
F -9.2296 -3.5779 -2.4792  0.099
O 4.6373 5.8951 5.6706  -0.342
N 7.9080 0.9307 -4.2728  0.124
S 0.7661 -2.7171 -3.0621  0.710
Zn -3.1185 -1.4281 -2.1974  1.271
S 4.1164 4.5283 5.9312  0.670

Atomic forces in eV per Å
-0.48 0.03 0.09
0.15 0.81 -0.09
0.56 0.16 0.28
1.33 -1.56 2.88
0.86 3.52 -1.34
0.68 -0.54 0.62
-0.19 -3.17 -2.06
0.94 -0.57 -0.26
-0.47 -0.10 -0.33
-0.42 0.14 0.74
0.55 0.09 -0.99
0.53 0.10 -0.20
-0.62 0.37 -0.58
-0.15 -0.13 0.78
0.61 1.84 -3.24
0.92 0.15 0.30
0.90 0.21 1.89
1.12 -0.17 -0.76
0.49 0.94 0.03
-0.98 1.92 0.71
-0.03 -2.39 -2.42
0.42 -0.25 0.01
-0.07 0.17 -0.33
-0.83 2.21 0.18
-0.04 -0.37 -0.27
3.00 1.06 2.00
0.87 0.85 1.36
-0.02 -0.13 -0.32
-1.24 0.32 -0.28
0.50 0.87 -0.12
-0.62 -0.75 -0.66
-1.09 -0.50 0.02
-0.29 -0.59 -0.08
-0.58 -1.42 -1.72
-0.17 0.20 0.06
-0.64 -0.52 2.89
-1.79 1.29 -1.08
0.09 -0.50 -0.48
-1.11 -2.35 -1.60
1.06 1.54 1.90
0.05 0.15 0.19
-0.07 -0.35 -1.34
-3.69 2.24 1.18
-0.08 -0.05 0.13
0.06 0.61 -0.13
-1.01 1.58 -0.02
-1.04 -0.02 -1.10
2.14 0.08 2.46
-0.38 -0.15 -0.19
1.17 2.37 -0.76
-2.95 -0.27 -0.16
0.32 -0.20 -0.06
-0.09 -0.91 -1.20
0.36 -0.81 0.50
-0.02 -0.02 -0.03
-0.64 1.42 1.08
-2.55 -1.94 -0.50
-1.99 1.21 -0.50
-0.84 -3.24 1.06
-0.97 -0.75 1.24
-0.20 -0.24 0.11
-1.05 -2.88 1.51
2.24 0.40 -1.53
3.24 2.40 0.63
2.50 0.35 1.18
-1.43 -2.70 0.15
0.86 -2.02 -0.05
-0.23 1.58 -2.53
0.62 -0.70 0.10
1.88 0.05 1.04

The maximum force comes out at 4.5 eV/A. For the gap between HOMO and LUMO, the calculation gives 1.5 eV. As for the net charge: -1.